BrPb2 | wB97M-V/def2-TZVPD

## Properties
HOMO energy: -17.370 eV
frontier orbital gap: 3.4 eV
energy above the lowest of the compared OMol25 structures with the same formula, charge and spin: 327.37 kJ/mol
charge: +3

```
3
Properties=species:S:1:pos:R:3:forces:R:3
Pb 25.8907 0.6110 15.4349 -0.392 -0.024 -0.217
Pb 16.7439 0.5157 12.3210 0.546 -0.019 0.087
Br 21.4586 0.4059 13.2652 -0.154 0.043 0.130
```
Positions in Å, forces in eV/Å.

In the Mulliken picture, each atom carries the following charge in e:
1. Pb 1.7007
2. Pb 1.6765
3. Br -0.3772